Entry 1:
{"formula": "C7H14FN2O", "method": "ωB97M-V/def2-TZVPD", "e_homo_ev": -13.8, "relative_energy_ev": 0.000, "total_energy_ha": -559.49863, "total_charge": 1, "elements": ["C", "C", "C", "C", "C", "C", "C", "N", "N", "O", "F", "H", "H", "H", "H", "H", "H", "H", "H", "H", "H", "H", "H", "H", "H"], "coordinates": [[-0.62595, -0.30073, 0.41134], [-0.19487, -0.94102, 1.48965], [2.68960, -1.28142, -0.27019], [0.07451, 2.00820, 0.39322], [-0.82113, 2.46596, 1.45152], [-1.45954, -0.72008, -1.92660], [-1.78972, -0.71912, -0.43511], [0.13026, 0.81745, -0.05988], [3.85867, -1.50381, 0.30646], [2.36514, -0.20458, -0.74996], [0.86385, -0.48719, 2.17564], [-0.64936, -1.81369, 1.92317], [2.01840, -2.15443, -0.29346], [0.75391, 2.73218, -0.04625], [-1.50807, 3.21886, 1.06086], [-0.22714, 2.97658, 2.21282], [-1.38657, 1.65455, 1.90478], [-0.59973, -1.34903, -2.13986], [-1.26366, 0.28525, -2.29026], [-2.30892, -1.11624, -2.47630], [-2.11246, -1.71292, -0.12334], [-2.62407, -0.03139, -0.26140], [4.14126, -2.40678, 0.64551], [4.51977, -0.74203, 0.36926], [0.94327, 0.50427, -0.66492]], "forces_ev_per_angstrom": [[-0.322, -0.492, 0.308], [-0.011, 0.452, -0.154], [-0.149, -0.656, -0.020], [0.063, 0.089, -0.184], [-0.357, 0.025, 0.363], [-0.152, -0.119, 0.119], [-0.051, 0.072, -0.071], [0.507, 0.096, -0.053], [0.512, 0.181, 0.169], [-0.031, 0.439, -0.257], [0.017, -0.041, 0.015], [-0.087, -0.195, 0.009], [0.083, 0.069, -0.005], [0.109, -0.128, -0.089], [0.000, 0.042, -0.087], [0.021, -0.031, 0.008], [0.008, 0.053, -0.011], [0.134, -0.061, -0.065], [0.045, 0.064, -0.092], [-0.015, 0.023, -0.101], [-0.021, 0.058, 0.088], [0.001, -0.059, 0.065], [-0.136, -0.052, -0.016], [-0.009, -0.083, -0.036], [-0.159, 0.256, 0.096]], "mulliken_charge": [-0.210, -0.410, 0.229, 0.205, -1.158, -1.184, -0.405, 0.276, -0.337, -0.753, -0.246, 0.500, 0.351, 0.479, 0.364, 0.353, 0.272, 0.278, 0.322, 0.416, 0.416, 0.230, 0.229, 0.246, 0.538]}

Entry 2:
{"formula": "C7H14N", "method": "ωB97M-V/def2-TZVPD", "e_homo_ev": -12.7, "relative_energy_ev": 2.618, "total_energy_ha": -329.51131, "total_charge": 1, "elements": ["C", "C", "C", "C", "C", "C", "C", "N", "H", "H", "H", "H", "H", "H", "H", "H", "H", "H", "H", "H", "H", "H"], "coordinates": [[2.56217, 0.66091, 0.96184], [1.37188, 0.48881, 0.01953], [0.09487, 0.01823, 0.77690], [-1.10209, 0.44460, -0.09871], [-1.18299, 1.79977, -0.27327], [-2.05800, -1.82700, -0.37457], [-2.06393, -0.40828, -0.63021], [1.65369, -0.46940, -1.02838], [2.88515, -0.27955, 1.41298], [3.41770, 1.12369, 0.47371], [2.28313, 1.33377, 1.77520], [1.26853, 1.51839, -0.34274], [0.16226, -1.05573, 0.89309], [-0.11146, 0.49834, 1.73747], [-1.81979, 2.12521, -1.09646], [-1.01575, 2.58041, 0.46037], [-2.92276, -2.25708, 0.13491], [-1.17514, -2.26618, 0.07565], [-3.01165, 0.05645, -0.89365], [1.65655, -1.42308, -0.70419], [1.19712, -0.34126, -1.91682], [-2.08948, -2.32102, -1.36265]], "forces_ev_per_angstrom": [[-0.040, -0.169, 0.504], [0.641, -0.364, 1.012], [-0.763, 0.808, -0.803], [2.133, -0.044, 0.650], [-3.077, -0.164, -0.415], [0.254, -1.526, -0.664], [-0.334, 0.546, 1.570], [0.337, 0.709, -0.259], [-0.009, -0.039, -0.079], [-0.054, -0.195, -0.265], [-0.047, -0.042, 0.076], [-0.536, -0.278, -0.630], [-0.054, -0.039, 0.303], [0.450, -0.063, 0.116], [0.151, 0.238, 0.026], [1.246, -0.177, -0.081], [-0.318, 0.466, -0.063], [0.174, 0.465, 0.194], [0.170, -0.116, -0.961], [0.010, -0.062, -0.148], [-0.064, -0.087, 0.037], [-0.271, 0.132, -0.118]], "mulliken_charge": [-1.480, 0.140, -0.732, 0.744, -0.720, -1.053, -0.044, -0.548, 0.349, 0.352, 0.375, 0.449, 0.282, 0.383, 0.326, 0.330, 0.365, 0.293, 0.389, 0.243, 0.213, 0.344]}